No. 1
Entry from OMol25: a 26-piece molecular cluster, C9H68NO26 overall in a non-equilibrium geometry (ωB97M-V/def2-TZVPD).

Computed properties:
LUMO energy ... 0.585 eV
Kohn-Sham gap ... 4.23 eV
Energy ... -65163.9296 eV
Charge ... -1
Relative energy (zero: lowest compared OMol25 entry of this formula, charge and spin) ... 41.24 kcal/mol

```
104
Properties=species:S:1:pos:R:3:lowdin_charge:R:1
C -0.56 -1.13 -1.81 -0.0204
C 0.75 -1.22 -1.02 -0.4966
C 1.61 0.00 -1.39 -0.1522
C 1.16 1.31 -0.83 -0.1932
C 1.10 1.13 0.67 -0.1410
C 0.21 -0.01 1.19 -0.4544
N 0.59 -1.25 0.45 -0.1862
O -0.07 -2.39 0.92 -0.2678
C -1.26 0.43 1.04 -0.0195
C 0.59 -0.15 2.68 -0.0144
C 1.54 -2.43 -1.54 -0.0171
H -1.21 -1.89 -1.37 0.0645
H -0.39 -1.36 -2.86 0.0626
H -1.12 -0.20 -1.68 0.0560
H 1.90 -0.01 -2.45 0.1154
H 2.59 -0.24 -0.95 0.1274
H 0.26 1.70 -1.34 0.0803
H 1.88 2.11 -1.01 0.0989
H 0.71 2.06 1.11 0.1058
H 2.13 1.20 1.04 0.1264
H -1.45 1.14 0.22 0.0552
H -1.64 0.93 1.93 0.0611
H -1.96 -0.39 0.87 0.0619
H 0.59 0.86 3.10 0.0817
H 1.58 -0.57 2.84 0.0606
H -0.12 -0.80 3.19 0.0525
H 1.01 -3.36 -1.37 0.0794
H 2.52 -2.53 -1.07 0.0860
H 1.78 -2.26 -2.60 0.0747
O -0.38 -5.39 0.90 -0.0659
H 0.47 -5.71 0.59 0.0477
H -0.28 -4.41 0.92 0.0114
O 4.22 -0.15 3.69 -0.0609
H 3.54 0.53 3.61 0.0007
H 4.19 -0.64 2.86 0.0303
O 2.72 -2.37 -5.55 -0.0988
H 1.79 -2.67 -5.49 -0.0207
H 2.70 -1.39 -5.54 -0.0163
O 2.58 -2.75 2.02 -0.0782
H 1.93 -3.32 1.60 0.0113
H 2.22 -1.87 1.89 -0.0238
O -0.48 -1.62 6.08 -0.0492
H -0.90 -1.27 6.88 0.0560
H 0.03 -2.38 6.39 0.0706
O -0.59 -5.42 -3.57 -0.0802
H -0.53 -4.46 -3.63 -0.0036
H -1.37 -5.58 -3.02 0.0060
O 5.28 2.27 -1.70 -0.0764
H 4.51 2.40 -2.29 -0.0201
H 5.35 1.32 -1.61 0.0269
O -3.64 -2.09 3.22 -0.0643
H -3.80 -2.75 3.90 0.0597
H -3.08 -1.41 3.65 -0.0114
O -0.60 -3.34 3.72 -0.0727
H -0.23 -3.07 2.86 -0.0013
H -0.62 -2.53 4.23 -0.0402
O 1.34 4.89 2.46 -0.0762
H 1.02 5.77 2.25 0.0494
H 0.51 4.37 2.64 -0.0001
O -2.47 -0.22 4.70 -0.0394
H -1.53 -0.26 4.94 0.0296
H -2.65 0.72 4.57 0.0566
O -0.88 3.79 3.44 -0.0448
H -1.18 3.29 4.20 0.0603
H -1.58 3.65 2.78 0.0348
O -0.02 -2.87 -5.38 -0.0445
H -0.21 -1.93 -5.30 0.0227
H -0.66 -3.21 -6.02 0.0667
O -3.95 3.45 2.87 -0.0738
H -3.93 2.47 2.85 -0.0060
H -3.90 3.69 1.94 -0.0022
O -0.21 0.37 -5.17 -0.0382
H -0.60 0.71 -4.35 0.0321
H -0.87 0.56 -5.85 0.0746
O -2.34 -4.90 -1.03 -0.0897
H -2.46 -4.01 -0.63 -0.0121
H -1.83 -5.38 -0.36 0.0039
O 3.16 2.62 -3.58 -0.0519
H 3.44 3.16 -4.33 0.0723
H 2.24 2.89 -3.41 0.0180
O -2.11 2.27 -3.33 -0.0417
H -2.61 3.08 -3.49 0.0592
H -2.76 1.65 -2.98 0.0517
O 0.60 3.66 -2.98 -0.0514
H 0.04 2.87 -2.91 0.0277
H 0.01 4.33 -3.35 0.0783
O -4.80 0.86 2.84 -0.0414
H -5.40 0.63 2.12 0.0684
H -4.15 0.14 2.84 0.0175
O 1.82 4.86 -0.72 -0.0662
H 1.34 4.58 0.07 0.0005
H 1.34 4.47 -1.47 -0.0199
O -4.04 2.77 -0.02 -0.0451
H -3.22 3.27 0.04 0.0396
H -3.82 2.03 -0.60 0.0324
O 2.54 0.46 -5.68 -0.0716
H 1.58 0.37 -5.48 -0.0013
H 2.85 1.10 -5.03 0.0095
O -3.36 -2.69 0.37 -0.0735
H -2.58 -2.18 0.10 -0.0080
H -3.52 -2.41 1.29 0.0063
O 3.66 3.15 2.95 -0.0592
H 3.61 3.01 3.90 0.0297
H 2.79 3.50 2.71 -0.0080
```


No. 2
Entry from OMol25: C9H6Cl2InN2O4Ru as an isolated structure in a non-equilibrium geometry (ωB97M-V/def2-TZVPD).

Computed properties:
LUMO energy (spin up / spin down) ... -15.163 / -17.855 eV
2S+1 ... 6
Kohn-Sham gap (spin up / spin down) ... 7.24 / 5.20 eV
Energy ... -53350.3451 eV
Charge ... +4
Relative energy (zero: lowest compared OMol25 entry of this formula, charge and spin) ... 0.00 kcal/mol

```
25
Properties=species:S:1:pos:R:3:lowdin_charge:R:1
In 2.99 0.10 -5.14 1.1866
Ru -0.30 1.43 -1.61 0.9213
Cl 0.87 -0.36 -3.03 0.0553
Cl -1.69 3.16 -1.34 0.3341
C 1.39 2.03 -1.46 -0.3246
C 1.15 -1.57 -5.84 -0.0289
C 1.31 1.82 -5.96 0.0146
O 2.54 2.33 -1.44 0.1941
O 0.43 -2.39 -5.50 0.1764
O 0.57 2.63 -6.25 0.2261
N -0.02 -1.44 4.90 0.3270
C -1.10 -1.35 4.05 -0.2715
O -2.21 -1.76 4.36 0.4334
C -0.84 -0.78 2.68 -0.0550
C 0.45 -0.59 2.16 0.0696
C 0.59 -0.03 0.89 -0.0474
N -0.47 0.40 0.17 -0.1248
C -1.72 0.15 0.63 -0.0538
C -1.94 -0.41 1.88 0.0880
H -0.24 -1.72 5.85 0.1754
H 0.81 -0.89 4.78 0.1513
H 1.37 -0.88 2.67 0.1502
H 1.55 0.15 0.41 0.1230
H -2.49 0.51 -0.04 0.1203
H -2.97 -0.56 2.19 0.1591
```


No. 3
Entry from OMol25: an isolated ion of composition C9H6ClN4O and charge -1 in a non-equilibrium geometry (ωB97M-V/def2-TZVPD).

Computed properties:
LUMO energy ... 3.117 eV
Kohn-Sham gap ... 8.74 eV
Energy ... -29960.0510 eV
Charge ... -1
SMILES ... [O-]C(=C1N=NN=N1)[C@@H](Cl)c1ccccc1

```
21
Properties=species:S:1:pos:R:3:lowdin_charge:R:1
C 1.30 -2.37 0.60 -0.1324
C 0.16 -2.11 1.31 -0.0839
C 1.62 -1.83 -0.63 -0.0665
C -0.78 -1.26 0.75 -0.0554
C 0.64 -0.98 -1.15 -0.0813
C -0.49 -0.74 -0.46 -0.3366
C -0.14 2.44 0.21 -0.4186
C -1.41 1.81 -0.43 -0.2863
C -1.57 0.17 -1.02 -0.5211
N 0.12 3.71 0.27 -0.0195
N 0.77 1.67 0.87 0.0152
N 1.18 3.83 1.07 -0.1293
N 1.54 2.63 1.45 -0.1478
O -2.44 2.40 -0.43 0.0484
Cl -1.70 0.43 -2.79 0.5999
H 2.01 -3.05 1.06 0.0910
H 0.05 -2.71 2.21 0.1025
H 2.62 -1.97 -1.12 0.1191
H -1.84 -1.34 1.04 0.1249
H 0.83 -0.52 -2.15 0.1095
H -2.49 -0.23 -0.66 0.0681
```


No. 4
Entry from OMol25: C9H6ClNO4ReS as an isolated structure in a non-equilibrium geometry (ωB97M-V/def2-TZVPD).

Computed properties:
LUMO energy (spin up / spin down) ... -4.805 / -5.511 eV
2S+1 ... 3
Kohn-Sham gap (spin up / spin down) ... 7.53 / 6.23 eV
Energy ... -44591.1805 eV
Charge ... +1
Relative energy (zero: lowest compared OMol25 entry of this formula, charge and spin) ... 0.00 kcal/mol

```
23
Properties=species:S:1:pos:R:3:lowdin_charge:R:1
Re 0.66 -0.21 -1.55 1.2670
O -0.60 3.28 0.49 0.2086
C -0.25 2.10 0.06 -0.4048
O 0.21 1.89 -1.07 -0.0330
C -0.47 0.98 1.00 -0.1556
C -0.93 1.02 2.29 0.0622
C -1.05 -0.20 2.97 0.0212
C -0.72 -1.39 2.33 0.0727
C -0.26 -1.33 1.03 -0.1399
N -0.13 -0.17 0.42 0.0009
C 0.12 -2.49 0.14 -0.4984
O 0.02 -3.61 0.53 0.1783
O 0.53 -2.12 -1.09 -0.1987
H -0.43 3.95 -0.20 0.1752
H -1.20 1.96 2.76 0.1386
H -1.40 -0.22 3.99 0.1303
H -0.82 -2.36 2.81 0.1433
Cl -1.31 -0.26 -2.93 0.5468
C 0.40 -0.23 -3.64 -0.5530
H 0.52 0.67 -4.23 0.0178
H 0.56 -1.14 -4.21 0.0238
S 4.03 -0.02 -0.80 0.8370
C 2.54 -0.09 -1.11 -0.8405
```


No. 5
Entry from OMol25: C9H6ClNO4Ru as an isolated structure in a non-equilibrium geometry (ωB97M-V/def2-TZVPD).

Computed properties:
LUMO energy (spin up / spin down) ... -12.564 / -16.487 eV
2S+1 ... 6
Kohn-Sham gap (spin up / spin down) ... 6.07 / 5.83 eV
Energy ... -34173.9860 eV
Charge ... +3
Relative energy (zero: lowest compared OMol25 entry of this formula, charge and spin) ... 1.73 kcal/mol

```
22
Properties=species:S:1:pos:R:3:lowdin_charge:R:1
Ru 1.39 1.30 -0.83 1.2092
O 0.30 0.35 -3.60 0.2654
C 0.65 0.66 -2.54 -0.1466
C 1.95 1.80 0.93 -0.1746
O 2.38 2.18 1.95 0.2658
C -0.19 2.48 -0.67 -0.1527
O -1.05 3.26 -0.61 0.2491
C 2.46 -0.35 -0.73 -0.1545
O 3.18 -1.26 -0.72 0.2442
H 3.00 2.79 -2.29 0.0751
H 3.25 3.00 -1.58 0.0746
Cl -3.36 -2.99 -0.87 1.0376
C -2.27 -2.05 0.10 -0.4910
C -2.33 -2.18 1.50 0.0248
C -1.45 -1.44 2.30 0.0734
C -0.53 -0.57 1.67 -0.0123
N -0.49 -0.45 0.34 0.0557
C -1.31 -1.15 -0.45 -0.0439
H -3.04 -2.86 1.97 0.1572
H -1.46 -1.51 3.40 0.1658
H 0.16 0.01 2.29 0.1414
H -1.23 -1.03 -1.55 0.1363
```


No. 6
Entry from OMol25: a 3-piece molecular cluster, C9H6I3O2 overall in a non-equilibrium geometry (ωB97M-V/def2-TZVPD).

Computed properties:
LUMO energy ... 2.239 eV
Kohn-Sham gap ... 6.17 eV
Energy ... -37828.2025 eV
Charge ... -1

```
20
Properties=species:S:1:pos:R:3:lowdin_charge:R:1
C 1.20 1.40 2.12 -0.0887
C 1.30 0.05 2.33 -0.0724
C 1.03 1.87 0.79 -0.0592
C 0.99 -0.79 1.21 -0.0780
C 0.81 1.04 -0.28 -0.0333
C 0.71 -0.35 -0.03 -0.3343
C -2.12 -0.93 -0.39 -0.7182
C -0.45 -0.52 -2.15 -0.7216
C 0.04 -1.11 -1.07 -0.7021
O -2.52 -1.87 -0.98 -0.0190
O -1.84 -0.13 0.39 0.0800
I -1.22 -1.45 -3.92 0.7507
I -3.21 1.46 -1.96 -0.2159
I 0.29 -3.32 -1.02 0.8026
H 1.52 1.98 2.93 0.0815
H 1.49 -0.32 3.28 0.0754
H 0.95 2.93 0.70 0.0967
H 1.00 -1.99 1.34 0.0887
H 0.72 1.45 -1.26 0.1020
H -0.68 0.61 -2.04 -0.0350
```